<P>
The following is a quantum chemistry calculation of 3 unconnected molecules or ions with the total composition C2H9NO2, from the Open Molecules 2025 dataset.

Net charge ... 0
Lowest unoccupied orbital energy ... -0.16471 hartree

CARTESIAN COORDINATES (ANGSTROEM)
O  -0.0427  2.8535  0.4114
O  -0.6399  -2.0295  -0.3372
N  1.6829  1.2272  -0.0767
C  -1.6674  -2.5877  0.3353
C  0.7458  0.3474  -0.5869
H  2.4431  0.7737  0.4236
H  -0.1105  0.9181  -0.9520
H  -2.3571  -3.1888  -0.2952
H  -0.1783  3.6795  0.8917
H  0.3555  -0.4366  0.1578
H  1.1830  2.0186  0.5328
H  -1.3661  -3.2290  1.1811
H  1.2125  -0.2780  -1.3696
H  -2.3103  -1.7944  0.7729

<Q>
The following is a quantum chemistry calculation of 3 unconnected molecules or ions with the total composition C2H9NO2, from the Open Molecules 2025 dataset.

Net charge ... 0
Lowest unoccupied orbital energy ... 0.02568 hartree
SMILES ... C=CN.O.O

CARTESIAN COORDINATES (ANGSTROEM)
O  -0.0581  1.8592  1.1632
O  2.9323  0.2943  1.2656
N  -0.2297  -1.4030  -1.0078
C  -1.4620  -0.8845  -0.6400
C  -2.0877  0.1592  -1.2168
H  -0.1032  -2.3652  -0.7953
H  0.4826  1.6896  1.9446
H  0.3407  -1.0090  -1.7228
H  -3.1580  0.2750  -1.1597
H  3.3496  0.9939  1.7902
H  3.6999  -0.1661  0.9074
H  -0.4622  1.0024  0.9447
H  -1.4883  0.8559  -1.7919
H  -1.7560  -1.3017  0.3188

<R>
The following is a quantum chemistry calculation of 2 unconnected molecules or ions with the total composition C2H9NO2, from the Open Molecules 2025 dataset.

Net charge ... 0
Lowest unoccupied orbital energy ... 0.02941 hartree
SMILES ... NCCO.O

CARTESIAN COORDINATES (ANGSTROEM)
O  2.3006  0.0633  -2.3683
O  -2.4651  -0.0850  -0.2795
N  0.8852  0.6873  1.2864
C  -0.5273  0.7018  0.9887
C  -1.2306  -0.5125  0.2794
H  -2.8781  -0.9125  -0.4439
H  1.2869  0.1469  0.5755
H  -1.5767  -1.3410  0.9157
H  1.1929  0.0073  2.0701
H  2.7819  0.8673  -2.4802
H  -1.0375  0.5368  1.9966
H  -0.5675  -0.9633  -0.4614
H  -0.8753  1.5882  0.5111
H  2.7107  -0.7847  -2.5901

Which of them is most stable? Easy: <Q>.

<P>
The following is a quantum chemistry calculation of a gas-phase ion, C3H9N4 (charge +1), from the Open Molecules 2025 dataset.

Net charge ... +1
Lowest unoccupied orbital energy ... -0.11275 hartree
SMILES ... N[C@@H]1NC=[NH+][C@H]1N

CARTESIAN COORDINATES (ANGSTROEM)
N  0.7636  -0.9462  -0.9574
N  -1.7745  0.6330  0.8336
N  1.2957  -0.6302  1.4303
N  -0.2542  0.9470  -1.1896
C  -0.4959  0.6085  0.4477
C  0.2592  -0.6546  0.4627
C  0.3530  -0.0203  -1.8128
H  0.6192  -0.0883  -2.9175
H  -2.5016  0.1259  0.2611
H  1.2650  -1.7261  -1.0175
H  -0.7524  1.6617  -1.7107
H  -0.3800  -1.6102  0.8348
H  -2.0591  1.5778  1.2080
H  -0.0182  1.4047  1.0903
H  1.9972  0.1374  1.2324
H  1.6829  -1.4198  1.8046

<Q>
The following is a quantum chemistry calculation of a gas-phase ion, C3H9N4 (charge +1), from the Open Molecules 2025 dataset.

Net charge ... +1
Lowest unoccupied orbital energy ... -0.20197 hartree
SMILES ... [H]/N=[N+](/N)C/N=C\C

CARTESIAN COORDINATES (ANGSTROEM)
N  0.1773  0.0359  -1.6825
N  0.8574  0.6643  0.6240
N  -0.0183  1.0281  1.5239
N  1.7489  -0.1263  0.9915
C  -1.1212  -1.2960  -0.0343
C  0.6633  1.0580  -0.8459
C  -0.6182  -0.9090  -1.3497
H  -0.5080  -1.4858  0.8727
H  -1.0904  -1.5822  -2.2045
H  -0.1961  1.8088  -0.8890
H  -0.0729  0.4636  2.4533
H  -1.9215  -2.1665  -0.1823
H  -1.8356  -0.5753  0.2501
H  -0.3096  2.0331  1.4234
H  1.6551  1.3941  -1.3678
H  2.5899  -0.3447  0.4172

<R>
The following is a quantum chemistry calculation of a molecular structure, C3H9N4, from the Open Molecules 2025 dataset.

Net charge ... +1
Lowest unoccupied orbital energy ... -0.13478 hartree

CARTESIAN COORDINATES (ANGSTROEM)
N  -0.1519  1.6890  0.8995
N  0.3033  0.2935  -0.8476
N  0.0012  0.3081  1.5395
N  1.3178  -0.4434  -1.5723
C  -1.0226  -0.6384  0.9940
C  -0.9219  -0.4224  -0.5497
C  0.7612  1.1261  0.0378
H  -0.1954  0.2084  2.5681
H  -1.8945  -0.2763  1.4533
H  -0.9701  -1.4213  -1.0075
H  2.1960  -0.0566  -1.9029
H  0.1247  2.4447  1.5332
H  0.7244  -0.7160  -2.3769
H  1.8338  1.4450  -0.0367
H  -0.7757  -1.6923  1.2455
H  -1.7560  0.1108  -1.0148

Which of them is most stable? Easy: <P>.

<P>
The following is a quantum chemistry calculation of a gas-phase ion, C3H9N4 (charge +1), from the Open Molecules 2025 dataset.

Net charge ... +1
Lowest unoccupied orbital energy ... -0.17318 hartree
SMILES ... [H]/N=[NH+]\N[C@H](N)C=C

CARTESIAN COORDINATES (ANGSTROEM)
N  -1.3233  -0.7489  1.3295
N  0.9165  -0.3441  0.7691
N  2.0813  1.2719  -0.3243
N  1.9123  0.1534  0.1299
C  -0.6970  0.6385  -0.6810
C  -0.3708  0.0854  -1.8561
C  -0.4755  0.1339  0.6944
H  2.6716  -0.5484  0.0265
H  -1.3737  -0.7739  2.3333
H  1.1931  -1.3349  1.0378
H  1.2762  1.8672  -0.2306
H  -1.5893  -1.6306  0.8552
H  -1.2470  1.6402  -0.7986
H  -0.3349  1.1134  1.3465
H  0.2261  -0.9026  -1.8990
H  -0.6719  0.5308  -2.7706

<Q>
The following is a quantum chemistry calculation of 2 unconnected molecules or ions with the total composition C3H9N4, from the Open Molecules 2025 dataset.

Net charge ... +1
Lowest unoccupied orbital energy ... -0.18092 hartree

CARTESIAN COORDINATES (ANGSTROEM)
N  -0.9063  1.1168  0.9201
N  0.7846  -0.2269  0.2975
N  1.6789  -1.2217  0.1722
N  -1.7288  -1.0758  -0.8173
C  -0.4408  -0.1534  0.8009
C  -0.0489  1.9074  0.4208
C  1.1536  1.1469  -0.1052
H  1.1745  1.0558  -1.1713
H  -0.0870  2.9306  0.3447
H  2.0833  1.6075  0.3148
H  -2.1377  -0.1258  -0.5409
H  -1.0487  -0.9770  1.3865
H  2.0829  -1.7114  0.9451
H  -2.4185  -1.7430  -0.3619
H  -2.0551  -1.0175  -1.8517
H  1.9141  -1.5125  -0.7542

Which of them is most stable? Easy: <Q>.

<P>
The following is a quantum chemistry calculation of a gas-phase ion, C3H9N4 (charge +1), from the Open Molecules 2025 dataset.

Net charge ... +1
Lowest unoccupied orbital energy ... -0.18283 hartree
SMILES ... [H]/N=N/C=[NH+]/CCN

CARTESIAN COORDINATES (ANGSTROEM)
N  1.7414  -1.2739  -0.1595
N  -0.4488  0.1536  -0.0458
N  -3.6765  -0.6337  0.2631
N  -2.7600  -0.0172  -0.2052
C  -1.6713  0.6288  0.0101
C  0.7673  0.9320  -0.1239
C  1.8801  0.0413  0.4491
H  2.2699  -1.9767  0.3459
H  -1.7928  1.7149  0.0379
H  1.7353  -0.0681  1.5253
H  0.9848  1.1729  -1.1709
H  2.8519  0.5187  0.2798
H  -4.3918  -0.9319  -0.4193
H  0.6766  1.8605  0.4421
H  -0.2338  -0.8474  -0.1079
H  2.0677  -1.2740  -1.1208

<Q>
The following is a quantum chemistry calculation of a molecular structure, C3H9N4, from the Open Molecules 2025 dataset.

Net charge ... +1
Lowest unoccupied orbital energy (alpha / beta) ... -0.21181 / -0.21182 hartree

CARTESIAN COORDINATES (ANGSTROEM)
N  0.6566  -0.5257  1.4436
N  -0.3955  0.6424  -0.4476
N  -1.5333  -0.7524  1.9043
N  -0.6195  -0.4187  1.1216
C  0.9272  0.2167  -0.7589
C  1.6799  0.1380  0.6512
C  -1.4174  0.4179  -1.4145
H  -2.4122  -0.6103  1.4046
H  1.6730  0.8492  -1.1863
H  1.1238  -0.9179  2.2097
H  -1.1660  -0.3546  -2.2088
H  -2.2049  0.0256  -0.9424
H  -1.8676  1.3271  -1.9530
H  1.8809  1.0836  0.9745
H  2.5993  -0.4212  0.6120
H  1.0758  -0.6995  -1.4099

Which of them is most stable? Easy: <P>.